No. 1
26
Properties=species:S:1:pos:R:3:forces:R:3 method="wB97M-V/def2-TZVPD" charge=0 smiles="C[SiH2][SiH](C)C.C=[SiH]C" orbital_gap_ev=8.79 e_above_lowest_kcal_mol=36.8 lumo_energy_ev=0.4 multiplicity=1
Si -0.473973 -0.697008 0.417687 1.819 -0.490 -1.501
Si -2.648755 -0.232136 0.588110 -3.228 1.547 0.490
Si 4.185180 -0.700314 -0.198589 0.509 0.477 0.960
C 4.074767 0.902163 -0.910294 -0.001 -2.357 1.207
C 2.957306 -1.268848 1.157165 -0.113 1.833 -1.331
C -3.258657 -0.070593 -1.243747 1.841 0.298 -1.769
C 0.248348 0.320390 -1.085750 0.125 -0.375 1.178
C -3.398691 1.424085 1.387103 2.023 -2.153 1.750
H 2.080077 -1.514268 0.491541 0.524 0.040 1.434
H -3.595451 -1.079459 1.434513 0.815 -0.448 -0.663
H -3.175942 1.652860 2.479463 -0.354 -0.560 -1.409
H 3.356145 -2.106789 1.683518 0.027 -0.730 0.216
H 2.791334 -0.413410 1.889029 -0.194 -1.145 -1.120
H -2.912763 -0.830263 -2.033198 0.147 0.872 1.372
H -0.373089 1.230914 -1.007843 1.124 0.434 0.430
H 0.478499 -0.092416 1.302348 0.037 0.057 1.397
H -3.105222 2.219316 0.810894 0.710 2.239 -1.327
H 3.269836 1.602714 -0.779330 -0.264 -0.041 0.181
H -4.298992 -0.156236 -1.399353 -1.511 0.102 0.446
H 4.832514 1.205975 -1.567208 0.927 0.435 -0.967
H 5.368891 -1.764780 -0.170397 -1.005 1.378 -0.579
H -0.275596 -2.223460 0.360216 -0.056 0.888 -0.005
H -4.418643 1.239159 1.208387 -1.478 -0.087 0.103
H -0.122179 0.013003 -2.019072 -0.048 -1.026 -1.501
H -2.988823 0.957793 -1.707353 -0.201 -1.525 0.949
H 1.403881 0.381602 -1.087844 -2.174 0.338 0.060

***

No. 2
115
Properties=species:S:1:pos:R:3:forces:R:3 method="wB97M-V/def2-TZVPD" charge=0 smiles="COC[C@H](C)N.COC[C@H](C)N.COC[C@H](C)N.NC(N)=O.NC(N)=O.NC(N)=O.NC(N)=O.NC(N)=O.NC(N)=O.NC(N)=O.NC(N)=O" orbital_gap_ev=9.10 e_above_lowest_kcal_mol=253.5 lumo_energy_ev=0.2 multiplicity=1
O 0.474956 -9.437100 -5.859271 0.532 1.210 -0.021
O -0.684924 8.331670 -1.075451 -0.764 -0.105 -0.291
O -3.905964 1.548830 4.751929 -1.365 -0.552 0.158
O 6.636226 2.879730 5.888729 1.557 0.453 -0.014
O 1.662926 4.710230 -8.823431 0.320 0.182 -0.177
O -4.644114 3.892040 -3.838301 0.625 2.836 -2.040
O 1.122116 -2.758090 8.761399 0.922 3.882 -0.145
O 6.731616 6.069710 0.462759 -6.871 -3.627 -2.204
O -8.534864 -2.949310 -1.937371 0.666 -0.820 -0.860
O 4.049756 -3.383720 -7.407101 0.203 0.840 0.394
O 0.244506 -1.789810 1.047799 0.833 -0.098 2.657
N 1.084076 7.990110 0.211939 0.875 0.492 4.429
N 0.125866 3.938280 -7.427201 -1.506 -4.801 2.453
N 1.188216 -4.756220 9.683489 1.018 -1.373 2.138
N 3.555616 -1.669170 -6.072361 0.252 6.020 0.875
N 1.828446 1.027200 -0.851371 0.299 -0.320 -1.914
N -0.893064 -11.054930 -6.126071 -2.157 -8.016 -3.394
N 8.588196 7.053640 -0.115161 3.415 2.093 -5.226
N 1.147096 7.344230 -1.804811 2.632 -2.916 -5.552
N 2.972996 -3.706010 -5.491281 -1.515 -1.216 1.991
N -4.235564 3.463420 -1.664381 0.904 1.688 1.802
N -0.007464 5.978080 -7.975821 -1.120 3.463 -0.071
N 8.614266 0.950320 4.736449 1.623 1.309 -0.752
N -1.559634 -9.483370 -4.930421 -4.773 2.491 3.704
N -8.707854 -5.974800 -4.278451 -0.753 -0.823 -0.156
N 0.211316 -4.513900 7.815849 -2.825 -1.971 -4.596
N -4.916864 1.895210 -3.051521 -0.995 -3.163 0.014
N -5.498194 2.108790 6.255769 -5.641 1.611 -0.402
N -3.670864 1.252150 6.921029 1.994 -1.769 4.349
N 8.177236 6.728120 1.933729 1.046 0.600 4.311
C -9.246314 -3.628310 -4.722401 -1.039 0.560 -0.437
C 0.858696 -3.910460 8.734869 0.961 0.969 1.291
C 1.557176 0.205540 0.302539 0.102 0.068 0.162
C -8.494014 -4.585820 -3.846121 0.923 -0.932 0.074
C 3.555336 -2.896580 -6.379181 1.238 -5.088 -3.429
C 0.425766 7.845630 -0.912421 -3.339 3.035 2.460
C 7.720266 6.584820 0.719109 3.137 1.126 1.848
C -0.628914 -9.938110 -5.664711 6.563 4.370 -0.116
C -8.825624 -4.346550 -2.329851 -0.045 1.097 -0.064
C -0.932884 -2.542850 1.104859 -0.319 0.042 -0.314
C -8.976454 -2.584360 -0.609351 -0.721 -1.581 -1.739
C 6.497656 1.480790 5.761289 -2.516 -0.047 1.713
C -4.591804 3.169590 -2.896631 -0.552 -0.934 -0.361
C 5.961146 3.378850 7.023909 -1.371 0.003 -0.505
C 1.230286 1.224550 1.401559 -1.261 -1.428 1.206
C 0.672776 4.867060 -8.124021 2.363 0.761 -2.171
C 7.196646 0.832250 4.637229 0.999 -1.188 0.212
C -4.401334 1.539990 5.890089 4.499 0.741 -3.633
C 6.951206 -0.686150 4.638829 -1.375 -0.097 -1.149
C 0.442966 -0.863130 0.049429 -1.008 0.634 -1.780
H 8.853686 1.927430 4.826109 0.404 -0.001 0.177
H 2.078986 7.031860 -1.572211 -0.202 0.179 -0.873
H -10.056384 -2.638200 -0.746991 -0.346 -0.131 1.057
H 0.334026 6.817020 -8.422671 -0.437 -0.174 0.120
H 0.525656 8.366800 0.964519 0.293 -0.237 0.080
H 9.455536 7.510580 0.127799 -0.352 -0.332 0.155
H 4.025526 -1.031120 -6.698601 -0.194 -0.105 0.135
H -9.880594 -4.577370 -2.181951 -0.623 0.495 -0.370
H -0.469514 -0.349710 -0.253711 -0.692 0.743 0.835
H 0.439556 2.996030 -7.611231 -0.205 0.154 0.368
H 2.096236 -3.329960 -5.159651 -0.009 -0.463 0.382
H 2.730096 1.464590 -0.725561 0.039 -0.004 -0.133
H -0.621874 4.121070 -6.773311 0.296 -0.388 -0.196
H 0.387656 1.802970 1.022739 0.177 0.412 -0.116
H -9.611904 -3.976340 -5.688481 0.481 -0.807 0.011
H 8.531246 6.818140 -1.095661 -0.373 0.179 0.237
H 1.289586 -4.250860 10.552079 -0.024 -1.111 0.454
H -8.808174 -6.770660 -3.664731 0.002 0.616 0.636
H -10.184124 -3.378000 -4.226451 0.122 0.842 0.081
H -8.560504 -3.364830 0.027789 -0.326 0.361 0.732
H -0.901314 -3.307450 0.328659 -0.495 0.110 -0.442
H -0.946584 5.876220 -7.618371 0.259 0.804 -0.296
H 9.125006 0.401200 5.412989 -0.520 -0.066 0.196
H 3.220866 -1.303060 -5.192581 0.189 -0.229 -0.197
H -6.187624 2.154620 5.519099 -0.080 0.292 0.175
H 5.957146 -0.900980 4.246649 -0.391 -0.019 0.454
H -5.338964 1.490030 -2.228261 -0.056 -0.580 -0.451
H 6.900156 1.369610 3.736439 -0.160 -0.482 -0.401
H -3.898814 4.412820 -1.591301 -0.126 -0.226 0.826
H -1.553384 -8.573030 -4.492991 0.212 -0.436 -0.096
H 2.022566 1.866930 1.785929 0.198 -0.107 -0.574
H 2.498696 -0.336130 0.393299 -0.042 -0.134 0.823
H 7.767226 6.169760 2.668719 0.238 0.527 0.034
H -0.161574 -11.614860 -6.540181 -0.446 0.124 -0.022
H 1.172176 1.776140 -1.020191 -0.272 -0.080 0.229
H -0.006894 -3.990920 6.979809 -0.311 -0.520 0.116
H -1.848814 -11.363780 -6.020021 0.491 -0.737 -0.584
H -0.171174 -5.414800 8.065219 -0.316 0.381 -1.170
H 0.774956 7.549010 -2.721151 0.758 -0.676 -0.290
H -1.822834 -1.913510 1.109329 -0.161 0.185 -0.742
H 5.424166 1.295750 5.722869 -0.585 -0.150 -0.707
H 6.194996 4.383200 7.377009 1.368 -0.205 -0.208
H -1.085884 -3.101770 2.028059 0.977 0.167 0.361
H -8.421994 -5.074120 -1.625701 1.105 0.082 -0.094
H -8.091114 -6.284610 -5.015851 0.030 0.433 0.014
H 7.554996 -1.241680 3.921249 0.559 0.490 0.062
H -2.130694 -10.235900 -4.573081 -0.424 0.998 0.538
H -7.464454 -4.392410 -4.147291 0.490 0.235 1.120
H -8.751164 -1.564690 -0.296891 0.625 -0.194 -0.466
H 0.488296 -1.439930 -0.874351 1.479 0.047 -0.582
H 5.961706 2.647000 7.831699 0.054 0.171 0.183
H 2.965166 -4.683140 -5.746731 -0.162 0.246 -0.141
H 0.787496 0.746770 2.275499 0.149 -0.237 0.308
H -5.344354 1.709040 -3.947451 -0.142 -0.161 0.317
H 1.882006 7.420210 0.454049 -0.220 0.202 0.041
H 0.750436 -5.640500 9.467899 0.573 -0.246 1.910
H -4.167924 1.278990 7.799839 0.759 -0.186 0.127
H 6.675586 0.952300 6.697859 0.993 0.111 0.430
H -4.391204 2.828950 -0.894111 0.380 0.541 -0.114
H 7.067576 -1.181080 5.602999 0.000 0.367 0.170
H -5.880734 2.091860 7.190369 0.273 -0.143 -0.252
H -8.570654 -2.813070 -4.981211 -0.587 0.574 0.461
H 9.007666 7.294370 2.032929 -0.285 -0.575 0.844
H 4.940156 3.597220 6.710869 -0.642 -0.638 0.130
H -2.684224 1.037900 6.948419 -0.434 -0.003 -0.540

***

No. 3
55
Properties=species:S:1:pos:R:3:forces:R:3 method="wB97M-V/def2-TZVPD" charge=0 orbital_gap_ev=9.10 e_above_lowest_kcal_mol=400.9 lumo_energy_ev=0.4 multiplicity=1
O 2.046166 -3.197993 1.591013 0.951 -1.977 -1.182
O -5.691695 1.119581 1.579600 2.296 6.793 8.188
O -7.425154 -0.111422 1.026754 2.958 0.873 -0.887
O -1.595382 2.056921 -1.730145 -1.076 -2.169 0.355
N -0.595954 0.375929 -0.904197 -0.094 -7.574 5.283
C -6.268074 0.369262 0.862963 -4.375 -5.545 -6.197
C -3.037790 0.313741 -1.301303 -0.377 2.102 3.104
C 4.614002 1.031745 -0.890351 -0.195 -6.310 -8.310
C -4.878894 -0.904254 -2.426096 4.409 -1.698 -4.844
C 5.277739 2.702545 0.265002 2.644 14.090 -7.678
C 1.537472 0.306521 0.301699 -2.713 2.794 -1.101
C 0.304474 -1.759882 -0.348016 3.937 0.381 -4.833
C -1.681774 0.836621 -1.287666 -2.182 8.989 -3.463
C -0.867804 -0.993408 -0.121280 -1.532 0.294 -3.619
C 4.172839 -1.176255 -0.048360 3.251 -5.288 -5.475
C -5.621905 -0.882530 -1.405527 -2.070 5.369 6.264
C 5.066634 0.641503 1.230420 -0.492 1.516 7.530
C 2.913041 -1.554485 -0.892682 -0.937 -0.251 8.705
C -3.554449 -0.269574 -2.309812 -1.876 -5.442 -5.480
C -4.003198 0.695546 -0.356496 1.516 1.288 4.747
C 5.140421 2.104677 1.292089 2.445 -8.503 13.931
C 4.729907 0.071984 0.157018 -2.217 3.142 -5.921
C -5.258141 0.161076 -0.382263 -1.124 -2.277 0.563
C 1.665412 -1.063241 -0.073691 0.228 -5.992 5.743
C -6.556517 1.665219 2.858632 1.629 2.094 -3.483
C 0.672262 1.002517 -0.874294 0.324 -9.546 3.528
C 1.785503 -1.872223 1.449946 2.103 4.729 2.933
C 4.985026 2.253629 -0.980476 0.366 3.655 -1.441
H 2.825089 -2.599707 -0.724809 0.041 -1.059 -1.821
H -1.752797 -1.549755 -0.758818 1.918 1.656 2.288
H 0.940796 0.309425 1.244215 0.685 0.769 -0.443
H 0.564063 1.886879 -0.691506 -0.725 10.168 0.991
H -5.900011 2.441112 3.388176 -0.891 -1.528 -0.944
H 0.506097 -1.863115 -1.409959 -1.137 -0.326 -1.130
H -6.625965 -1.011141 -1.232906 -2.303 -1.910 -0.268
H -6.769339 0.772792 3.330727 -0.584 -1.427 1.421
H 5.612076 3.979935 0.228070 -0.946 -3.752 0.628
H -5.102587 -1.660982 -3.257741 0.588 1.606 0.851
H -3.521829 1.261242 0.650444 -1.903 -1.235 -2.969
H 0.857152 -1.762384 2.139186 1.088 0.376 -1.639
H 4.593685 -1.737809 0.722734 -1.010 -1.858 1.923
H -2.887616 -0.722420 -3.013950 0.532 0.397 -0.954
H 0.280843 -2.756028 -0.071375 -0.033 -1.906 1.309
H -7.438063 2.119192 2.334178 0.792 -0.455 0.896
H 4.601794 0.585783 -2.156381 -0.749 0.575 3.825
H -0.941334 -1.030792 0.940571 -1.290 1.222 0.977
H 2.663962 -1.132636 2.157346 -2.146 -2.015 -1.852
H 5.023044 2.978967 -1.844583 -0.106 -1.525 0.857
H 1.047968 0.592644 -1.687824 2.795 -0.106 -4.395
H 2.820760 -3.559037 1.094785 -0.767 0.876 0.567
H 2.422214 0.910052 0.299815 0.557 -0.006 0.689
H 2.768800 -0.946410 -1.629622 0.289 2.194 -5.919
H 5.575494 2.313285 2.379036 -1.389 0.763 -2.476
H 5.028666 -1.722250 -0.883339 -1.824 1.452 1.729
H 4.932867 -0.020617 2.171022 0.722 1.517 -1.098

***

No. 4
19
Properties=species:S:1:pos:R:3:forces:R:3 method="wB97M-V/def2-TZVPD" charge=0 smiles=CC[C@H](N)N1CC1 orbital_gap_ev=9.75 e_above_lowest_kcal_mol=98.4 lumo_energy_ev=1.2 multiplicity=1
N 0.856336 0.311847 1.044732 -0.655 -0.235 -0.519
N 1.571838 -1.632066 -0.077136 -0.077 -0.620 -0.700
C -1.540319 -0.142690 -1.540578 0.091 -0.080 0.137
C 1.181498 1.689657 1.022306 -2.152 -0.751 1.050
C 0.805680 -0.471482 -0.154406 -3.617 -0.427 0.069
C -0.381354 0.893375 1.391427 2.899 3.713 1.686
C -1.001669 -0.829304 -0.294095 2.662 -1.624 -1.561
H 2.447669 -1.647419 -0.576416 -0.118 -0.197 0.413
H -2.513272 -0.546995 -1.828715 -0.025 0.094 0.012
H 1.457147 -2.168038 0.771573 0.499 0.175 -0.202
H -0.879826 -1.900477 -0.465230 -0.164 -0.129 -0.501
H 1.027163 0.083088 -1.072590 0.037 0.004 0.138
H 1.072595 2.250301 0.097592 0.028 -0.112 -0.050
H 1.910062 2.033533 1.745407 -0.224 0.109 0.105
H -1.097936 1.422122 0.768946 0.220 -0.659 -0.569
H -0.656049 0.833260 2.438143 0.008 -0.006 0.004
H -1.644105 0.932763 -1.384109 -0.094 0.052 -0.027
H -0.864855 -0.276672 -2.387180 -0.015 -0.043 -0.004
H -1.750604 -0.834805 0.500330 0.697 0.735 0.518